1.
147
Properties=species:S:1:pos:R:3:mulliken_charge:R:1 method="wB97M-V/def2-TZVPD" charge=0 smiles="COP(=O)(OC)OC.COP(=O)(OC)OC.COP(=O)(OC)OC.COC(=O)OC.COC(=O)OC.COC(=O)OC.COC(=O)OC.COC(=O)OC.COC(=O)OC.COC(=O)OC.COC(=O)OC" multiplicity=1 homo_energy_ev=-10.499 e_above_lowest_ev=3.2542
O 1.746 4.882 -9.365 -0.364
H -5.345 -7.322 -7.225 0.245
H 0.193 5.521 5.593 0.271
C 7.091 -1.840 8.057 -0.732
C -5.820 -1.856 -7.006 -0.603
H 3.375 0.943 -11.098 0.246
C 9.174 1.387 -5.060 -0.572
P -6.945 3.588 -1.527 1.074
H 10.685 5.271 7.304 0.277
P 2.095 3.297 -9.016 1.059
H 0.885 1.147 9.447 0.234
O 6.689 -3.284 1.687 -0.235
O 0.965 2.137 0.532 -0.594
C 3.985 -2.787 -0.643 -0.618
H -1.242 -0.814 -0.989 0.270
C -0.568 1.202 2.671 -0.708
H -6.247 4.069 0.880 0.325
H -4.511 3.785 -2.535 0.252
H 0.183 -6.678 -0.194 0.326
O 7.521 3.950 -3.090 -0.497
P -10.044 -2.039 1.156 0.974
H 0.304 1.079 3.312 0.297
H 8.573 -4.130 0.972 0.316
H 5.757 3.116 4.647 0.298
O 3.737 -2.445 6.826 -0.274
H -4.976 -1.775 -6.321 0.290
H 1.654 0.855 -11.296 0.239
O -0.025 -6.686 1.897 -0.303
H 9.368 0.706 -4.231 0.293
O 4.903 -2.682 0.487 -0.248
H -10.151 4.411 -0.932 0.264
H -5.291 -6.667 -8.887 0.279
O 1.422 2.845 8.353 -0.274
H 7.303 -2.834 8.451 0.322
H 2.617 6.687 -8.970 0.245
O -5.685 -5.293 -7.569 -0.292
C 6.010 -3.523 0.565 0.671
O 5.509 -3.908 6.605 -0.555
C 0.798 2.233 9.419 -0.670
O -0.578 0.627 1.320 -0.236
H 2.903 5.490 -7.690 0.326
H 1.150 -7.978 0.644 0.273
H -2.437 -4.036 3.632 0.271
C 7.096 1.628 -1.455 -0.583
H 9.472 6.067 6.073 0.285
C 1.149 5.643 6.102 -0.628
O 1.652 4.457 6.776 -0.266
H 6.846 1.650 4.516 0.265
H -8.675 -1.592 -1.016 0.380
H 3.699 -3.833 -0.748 0.235
C 6.337 2.357 5.171 -0.647
O -5.816 4.782 -1.636 -0.321
O -9.243 -3.087 0.293 -0.239
C 0.890 3.936 7.731 0.776
C -1.074 -5.876 1.884 0.845
H 7.684 -4.712 2.449 0.309
C 0.866 1.694 -7.498 -0.748
H -6.637 2.577 1.649 0.275
H -7.518 -2.809 -0.386 0.257
O 2.155 2.562 -10.481 -0.351
H 7.834 -1.756 7.264 0.301
O -9.311 -0.841 1.466 -0.587
H -1.476 0.790 3.112 0.276
C 0.707 -6.984 0.711 -0.628
O -3.954 -3.837 -8.109 -0.608
O -5.991 -3.243 -7.208 -0.279
H 3.053 -2.222 -0.669 0.279
H 4.414 -2.569 -1.621 0.294
H 1.645 -6.430 0.745 0.221
C -4.736 4.852 -2.547 -0.605
H 2.271 0.636 -9.613 0.286
H -3.833 5.220 -2.061 0.281
O -1.555 -5.798 3.156 -0.314
C 5.054 -2.802 6.948 0.661
H 1.384 2.456 10.311 0.268
H 8.617 0.801 -5.791 0.253
H 1.813 1.679 -6.958 0.372
H 10.153 1.753 -5.368 0.244
H -5.696 -1.314 -7.943 0.278
O 9.035 4.105 6.660 -0.292
H 10.697 4.885 5.720 0.294
H 6.106 2.076 -1.539 0.306
C 8.281 3.817 5.569 0.687
O 5.724 -1.728 7.579 -0.227
O -11.374 -1.745 0.289 -0.374
O -0.659 1.109 -0.912 -0.303
O -8.121 4.200 -0.577 -0.300
H 7.315 -1.264 8.955 0.297
C -4.990 -6.505 -7.852 -0.653
H -9.572 2.957 -1.529 0.334
O 7.929 1.804 -2.589 -0.305
H 2.018 -2.192 5.929 0.238
H 2.859 -3.570 5.213 0.322
H -11.714 -3.848 -0.082 0.281
H 5.505 1.812 5.617 0.268
H 7.076 0.541 -1.382 0.206
C -0.032 1.360 0.345 0.733
C 7.852 2.861 -3.420 0.742
O 3.338 3.147 -8.247 -0.613
O 0.706 2.759 -8.379 -0.260
O -1.476 -5.200 0.917 -0.610
H -8.623 -3.057 3.148 0.296
H 1.356 6.267 -7.942 0.278
H 7.508 2.175 -0.608 0.271
C -9.523 -3.669 3.201 -0.568
H 0.696 0.761 -8.034 0.271
C -2.742 -5.069 3.466 -0.645
O -7.303 2.972 -2.813 -0.684
H -4.982 2.958 0.920 0.286
O -10.498 -2.888 2.489 -0.362
C -9.395 3.657 -0.712 -0.759
C 2.998 -2.586 5.661 -0.664
H -13.176 -2.981 -0.214 0.306
H -3.181 -5.564 4.332 0.230
O -6.303 2.501 -0.514 -0.240
C 2.203 5.817 -8.460 -0.700
H 1.140 6.335 6.944 0.302
H -6.664 -1.424 -6.469 0.239
C 2.432 1.116 -10.578 -0.558
C -12.103 -2.873 -0.374 -0.639
O 8.403 4.222 4.455 -0.505
O 7.316 2.919 6.000 -0.268
H 8.661 -3.226 2.409 0.241
O -0.251 4.309 8.009 -0.581
H -3.421 -4.890 2.632 0.333
C 7.976 -3.855 1.841 -0.693
H 0.151 1.655 -6.676 0.271
O 8.409 2.538 -4.669 -0.357
H -9.705 -3.839 4.262 0.259
C -6.067 2.995 0.819 -0.715
H -9.713 3.136 0.191 0.292
H -2.537 0.306 -0.351 0.258
H -9.415 -4.649 2.737 0.227
H -0.269 2.431 9.516 0.327
H -8.684 -3.294 -1.617 0.249
H -2.184 0.211 -2.028 0.234
C 9.977 5.191 6.479 -0.666
H -3.901 -6.566 -7.853 0.324
H 1.853 6.081 5.394 0.242
C -5.128 -4.071 -7.692 0.781
H -4.936 5.281 -3.528 0.244
C -1.710 0.169 -1.047 -0.545
H -0.666 2.288 2.666 0.315
C -8.528 -2.640 -0.758 -0.747
H 3.452 -2.040 4.834 0.312
H -11.810 -2.787 -1.421 0.285
O 6.378 -4.188 -0.389 -0.554

2.
116
Properties=species:S:1:pos:R:3:mulliken_charge:R:1 method="wB97M-V/def2-TZVPD" charge=+1 multiplicity=1 homo_energy_ev=-12.209
H -6.786 -1.803 -2.637 0.369
H 5.047 5.307 2.943 0.343
H 5.007 -3.089 2.034 0.355
H -5.641 5.211 -0.346 0.256
H -5.850 3.005 -2.836 0.435
H 0.399 0.571 -4.166 0.267
H -4.079 -0.871 2.590 0.379
C 4.904 6.392 3.021 -0.657
H -4.988 5.288 -2.134 0.297
H 0.566 -8.371 -1.580 0.304
H -5.687 -1.272 -1.138 0.095
C 0.054 2.223 -2.834 0.335
H 3.871 -9.759 -0.186 0.273
C 3.389 -1.055 1.522 -0.932
H -0.099 -7.287 2.080 0.386
C -4.742 2.755 -2.494 -0.977
H 2.817 6.697 0.242 0.372
C 3.976 6.673 4.208 -0.526
N -0.231 0.807 -3.367 -0.458
H 2.954 8.223 5.288 0.359
H 4.431 6.250 5.112 0.381
N -1.117 3.175 -3.014 -0.490
C -5.868 0.275 -2.842 -0.969
H 4.314 8.016 1.705 0.271
H -6.823 0.804 -2.359 0.356
N 1.303 0.583 1.303 -0.404
I 1.667 2.354 2.236 0.249
H -0.363 -8.046 0.508 0.335
C 4.895 8.974 4.796 -1.183
C -2.300 0.209 1.556 -0.363
H -3.388 3.165 -0.571 -0.222
H 1.994 -6.480 -0.948 0.276
H 3.432 -11.415 -0.616 0.375
H 5.896 6.809 3.227 0.315
H 1.364 -10.652 -1.708 0.362
H 1.533 3.676 -3.370 0.267
C 1.624 -3.021 0.695 -0.397
H -3.564 6.957 -0.693 0.329
H 0.343 3.180 -0.785 0.295
C 1.863 -9.983 -0.996 -0.362
H -2.559 1.161 0.926 -0.110
H 2.110 -0.513 -0.420 0.313
H 1.384 -10.157 -0.026 0.223
C -3.394 -2.196 0.731 -0.812
C 3.331 -10.367 -0.918 -1.167
H -3.057 -3.765 -2.425 0.278
H -2.223 0.548 2.687 0.300
H 3.159 8.588 3.586 0.234
H 3.200 5.216 1.135 0.111
C 0.004 0.483 0.567 -0.222
H -3.754 -1.405 -3.463 0.079
C 2.754 -2.540 1.779 0.428
H 1.676 1.813 -1.293 0.328
C 2.478 -0.042 0.613 -0.366
N -1.032 -0.505 1.145 0.252
C -4.473 3.360 -0.988 0.287
H 5.621 8.975 3.978 0.282
H 3.312 -7.542 -0.509 0.361
H -2.585 -2.780 1.351 0.289
H 1.963 -8.466 1.390 0.425
C -4.516 1.127 -2.398 1.241
H 2.226 -6.737 1.499 0.056
N 1.319 2.679 -3.591 -0.719
H -0.062 -6.300 0.610 0.218
C -3.032 -2.093 -0.864 0.652
H 4.199 -3.747 0.442 0.274
H -3.625 0.805 -3.097 -0.299
H 1.207 2.543 -4.619 0.291
H 2.332 -2.727 2.858 0.334
H 3.201 0.851 0.287 0.390
C -4.565 -2.158 -3.018 -0.410
N -0.375 1.129 -0.581 0.942
H 3.818 -10.248 -1.892 0.291
H 3.031 6.134 4.070 0.189
H -2.424 5.530 -1.244 0.159
H -4.391 -2.827 0.814 0.390
H 4.482 -1.090 1.050 0.395
C 2.218 -7.465 -0.521 -0.452
C -3.364 5.800 -0.584 -0.862
H 5.182 6.714 0.916 0.352
C -4.712 4.984 -1.034 -0.565
H -1.162 3.362 -4.055 0.287
H 1.652 -4.211 0.670 -0.024
C 1.707 -7.511 0.921 -0.215
H -1.345 0.942 -0.978 -0.202
C 3.104 6.303 1.221 -0.953
H 2.291 6.524 1.919 0.285
C 4.026 -3.614 1.615 -1.148
H -3.082 5.588 0.533 0.243
H -1.877 -2.374 -0.967 0.176
H 4.614 10.014 4.991 0.371
H -5.228 2.859 -0.246 0.325
C 3.663 8.152 4.455 -0.403
H -4.332 0.843 -1.253 -0.579
C 1.642 -8.538 -1.452 -0.832
H 3.510 -0.539 2.591 0.168
H 3.808 -4.658 2.095 0.251
C -3.658 -0.760 1.479 -0.524
C -5.765 -1.285 -2.320 -0.355
H -4.918 -2.847 -3.901 0.372
H 5.388 8.583 5.693 0.296
H 0.546 -2.728 1.046 -0.069
H -3.101 -0.958 -1.201 -0.633
H -4.006 3.249 -3.290 0.259
H -4.528 -0.218 0.878 0.173
H 1.867 -2.690 -0.422 0.205
C 4.416 6.927 1.672 -0.432
H -1.965 2.622 -2.703 0.047
C 0.208 -7.273 1.030 -1.199
H -1.232 0.703 -3.644 0.155
H -0.616 -0.864 2.054 0.442
C 0.550 2.119 -1.239 -0.845
H -4.649 -3.789 -1.287 0.309
H -5.923 0.346 -4.016 0.272
C -3.867 -3.114 -1.837 -0.691
H 2.085 -8.407 -2.447 0.390

3.
132
Properties=species:S:1:pos:R:3:mulliken_charge:R:1 method="wB97M-V/def2-TZVPD" charge=0 smiles="CN(C)C=O.CN(C)C=O.CN(C)C=O.CN(C)C=O.CN(C)C=O.CN(C)C=O.CN(C)C=O.CN(C)C=O.CN(C)C=O.CN(C)C=O.CN(C)C=O" multiplicity=1 homo_energy_ev=-8.583 e_above_lowest_ev=5.6986
H 13.149 7.970 -6.109 0.336
H 5.919 7.942 -11.966 -0.567
C 5.694 12.227 -16.275 -0.892
H 8.163 7.098 -15.795 -0.144
H 6.433 7.536 -21.885 0.364
C 7.326 12.339 -12.923 0.181
C 5.891 11.051 -18.390 -0.974
H 13.415 9.463 -16.996 0.197
C 9.105 6.074 -8.078 -0.825
H 11.149 9.616 -8.215 0.245
H 8.850 9.129 -9.767 0.066
O 11.597 6.843 -18.856 -0.638
H 7.399 3.532 -17.545 0.410
H 5.806 8.892 -16.984 -0.123
H 4.234 13.125 -12.975 0.338
O 12.156 7.675 -10.282 -0.559
C 3.350 8.299 -11.715 -0.927
H 9.215 6.772 -10.617 0.011
C 6.409 8.256 -21.055 -1.085
C 12.261 7.638 -18.267 0.181
C 10.438 7.577 -13.324 -1.057
N 4.031 7.049 -11.919 0.109
H 11.254 12.353 -15.313 0.314
H 12.617 6.188 -9.003 0.360
H 7.651 4.215 -16.009 0.257
H 7.233 9.775 -10.159 -0.148
H 9.393 10.674 -16.154 0.351
H 5.754 7.867 -20.287 0.275
H 2.347 8.105 -11.333 0.493
H 8.574 6.385 -7.173 0.402
C 5.414 5.884 -16.081 -0.515
H 4.072 5.026 -12.214 0.383
C 7.830 9.273 -9.409 0.436
H 9.698 6.956 -8.339 0.044
N 10.912 11.638 -17.266 0.359
O 7.817 13.340 -13.474 -0.700
H 9.514 11.046 -8.806 0.439
H 14.493 5.940 -16.672 0.320
H 6.612 5.889 -7.804 0.397
C 9.163 7.115 -15.365 -0.494
H 10.239 6.741 -12.646 0.207
C 6.774 9.892 -7.237 -0.958
H 3.243 8.788 -12.693 0.267
H 12.895 5.343 -17.262 0.310
H 10.991 9.861 -16.228 0.204
H 5.839 10.308 -7.645 0.310
C 12.438 7.263 -9.184 0.012
C 13.421 6.118 -16.715 -0.926
N 5.746 10.961 -16.957 0.315
C 8.279 8.678 -13.695 0.648
C 5.549 11.056 -11.855 -0.774
H 5.582 6.738 -16.740 0.148
C 8.131 7.845 -19.397 0.432
C 8.728 8.968 -21.459 -0.937
C 7.141 4.420 -16.972 -0.707
H 4.586 10.812 -12.313 0.514
O 7.372 7.269 -18.593 -0.660
H 5.947 6.281 -12.437 0.284
H 7.004 10.422 -6.319 0.384
H 6.199 10.203 -12.040 -0.297
N 13.080 7.426 -17.221 0.191
H 5.206 11.797 -18.802 0.345
C 8.757 11.042 -8.005 0.076
H 7.869 5.905 -11.224 -0.029
N 12.474 7.994 -8.058 0.182
H 12.201 8.719 -18.494 0.315
C 12.555 7.355 -6.789 -0.946
H 4.362 5.876 -15.809 0.373
H 4.850 13.679 -11.466 0.339
H 7.640 5.295 -17.387 0.086
H 7.458 8.725 -14.425 0.023
H 5.489 12.132 -15.212 0.081
C 13.799 8.504 -16.637 -0.852
H 9.729 8.728 -21.114 0.318
N 7.764 8.412 -20.568 0.299
N 6.062 12.256 -12.458 0.336
H 5.978 6.078 -15.166 -0.106
H 5.534 14.285 -12.958 0.331
H 11.682 13.495 -16.578 0.337
H 7.435 8.292 -9.160 -0.240
O 2.271 5.637 -11.495 -0.632
H 4.856 12.812 -16.671 0.359
C 5.348 7.184 -12.514 -0.242
C 12.216 9.384 -8.132 -0.944
C 5.585 9.760 -16.343 0.498
H 7.949 11.447 -12.724 0.343
H 5.209 2.989 -17.764 0.264
H 3.843 8.973 -11.015 0.165
H 10.700 8.407 -12.673 0.395
H 9.988 13.184 -16.209 0.310
O 11.533 10.956 -19.356 -0.499
H 9.948 9.858 -17.633 0.019
H 11.927 12.772 -18.598 0.277
C 5.186 13.381 -12.472 -1.091
H 6.558 8.842 -7.032 0.235
H 6.009 9.188 -21.460 0.364
O 5.966 5.682 -9.687 -0.481
H 9.354 5.039 -10.712 0.392
N 7.855 10.066 -8.184 0.174
H 6.606 12.813 -16.384 0.327
H 5.700 10.096 -18.867 0.248
C 11.498 11.766 -18.473 -0.031
N 9.281 7.862 -14.116 0.669
O 3.562 3.901 -16.942 -0.566
H 8.602 10.054 -21.525 0.292
H 9.805 7.549 -16.147 0.010
H 11.270 7.322 -13.968 0.202
H 13.108 6.414 -6.847 0.363
C 4.762 3.802 -17.154 0.136
C 3.412 5.852 -11.888 0.228
N 8.136 5.794 -9.129 0.185
H 13.746 8.506 -15.545 0.311
H 11.597 7.117 -6.318 0.291
H 12.660 9.830 -9.016 0.336
H 13.065 6.064 -15.677 0.250
O 5.315 9.604 -15.156 -0.519
H 5.419 11.106 -10.764 0.398
H 9.239 7.861 -19.314 -0.039
H 6.893 11.433 -18.626 0.299
C 10.257 10.462 -16.776 -0.615
H 12.583 9.846 -7.219 0.362
H 5.218 7.571 -13.532 0.419
C 10.969 12.724 -16.295 -0.970
C 6.827 5.797 -8.880 0.009
H 8.574 8.609 -22.481 0.311
N 5.743 4.658 -16.703 0.248
O 8.798 11.786 -7.081 -0.614
H 14.869 8.511 -16.886 0.321
C 8.647 5.836 -10.464 -0.512
O 8.295 9.274 -12.623 -0.948
H 9.706 5.188 -7.883 0.328
H 9.489 6.088 -15.192 0.512

Energy per entry: -5035.07743; -1928.59299; -2733.55606 Eh
Kohn-Sham gap per entry: 10.5; 8.2; 8.9 eV